# 1
One molecule with the formula C5H12O. Source: the OMol25 dataset; level of theory: ωB97M-V/def2-TZVPD.

Structure (XYZ):
```
18
Properties=species:S:1:pos:R:3:forces:R:3
C -2.117187 1.619215 0.196566 -0.038 0.075 0.054
C -1.303420 0.564311 -0.525225 -0.276 -0.042 -0.066
O 0.032782 0.643192 -0.079980 0.108 0.011 0.049
C 0.767167 -0.560802 -0.260018 0.132 -0.123 -0.095
C 2.223256 -0.186286 -0.482494 0.057 0.015 -0.021
C 0.591801 -1.497985 0.947805 -0.038 -0.018 0.108
H -1.647491 2.602576 0.089959 -0.049 -0.159 0.017
H -2.184386 1.378307 1.262392 0.031 0.091 -0.142
H -3.131591 1.680297 -0.208908 0.111 -0.052 0.022
H -1.716017 -0.436246 -0.316042 0.036 0.167 -0.057
H -1.340666 0.723175 -1.617692 0.002 -0.083 0.197
H 0.395977 -1.058194 -1.171992 0.095 0.079 0.140
H 2.793833 -1.074804 -0.773511 -0.053 0.130 0.039
H 2.675546 0.223129 0.427893 -0.142 -0.023 -0.100
H 2.298839 0.561532 -1.276371 0.031 -0.100 0.082
H -0.102990 -2.318920 0.747812 0.021 0.137 0.052
H 0.213742 -0.919853 1.802848 0.140 -0.147 -0.230
H 1.550803 -1.942642 1.236960 -0.168 0.043 -0.051
```
Forces are in eV/Å.

Summary:
E_HOMO (eV): -9.599
Frontier orbital gap (eV): 10.8
Calculated total energy (eV): -7426.7578
SMILES: CCOC(C)C
ΔE to the lowest compared entry with this formula, charge and spin (eV): 0.554
F_max (Eh/bohr): 0.006
LUMO level (Eh): 0.043

Here are the Mulliken charges for atoms 1 to 2, given in e: -1.22 -0.17

---

# 2
One molecule with the formula C6H9N3. Source: the OMol25 dataset; level of theory: ωB97M-V/def2-TZVPD.

Structure (XYZ):
```
18
Properties=species:S:1:pos:R:3:forces:R:3
H 1.149709 0.003541 -2.708188 -1.346 -0.229 0.205
N 0.193922 0.384974 -2.895809 -0.279 0.066 0.562
C -0.820430 0.039431 -2.187312 3.861 -0.920 0.059
C -0.872980 -1.033462 -1.092005 0.930 0.635 -1.046
C 0.376770 -1.209128 -0.233538 -2.996 -0.418 1.531
N 0.383264 -0.127436 0.686008 1.062 2.317 1.068
C -0.517621 0.273948 1.593444 2.082 1.468 0.724
C 0.058627 1.345872 2.285253 -3.733 -0.044 3.555
C 1.273459 1.546568 1.720048 -2.385 -2.467 -1.551
N 1.412629 0.699383 0.731374 2.578 -0.898 -1.665
H -1.664484 0.615519 -2.379784 -1.861 0.611 -0.310
H -0.900362 -1.982087 -1.529326 -0.734 -1.535 -1.406
H -1.794796 -0.905927 -0.573786 -0.450 0.019 0.920
H 0.247576 -2.127600 0.400676 0.307 0.473 -0.883
H 1.255401 -1.261896 -0.807526 1.172 0.177 -0.473
H -1.350559 -0.255044 1.815794 -2.513 -1.432 0.472
H -0.415763 1.789823 3.282670 1.174 -0.841 -2.626
H 1.985638 2.203521 1.892008 3.131 3.018 0.864
```
Forces are in eV/Å.

Summary:
E_HOMO (eV): -9.217
Frontier orbital gap (eV): 10.0
Calculated total energy (eV): -10835.8774
SMILES: [H]/N=C\CCn1cccn1
ΔE to the lowest compared entry with this formula, charge and spin (eV): 1.749
F_max (Eh/bohr): 0.100
LUMO level (Eh): 0.031

Here are the Mulliken charges for atoms 1 to 2, given in e: 0.24 -0.63

---

# 3
A 2-piece molecular cluster, C4H9N2 overall. Source: the OMol25 dataset; level of theory: ωB97M-V/def2-TZVPD.

Structure (XYZ):
```
15
Properties=species:S:1:pos:R:3:forces:R:3
C 1.607043 -0.042423 0.492693 9.352 5.411 6.181
C -2.214203 -1.017082 -0.344637 0.578 1.467 2.765
C -2.148681 -1.865665 -1.162560 0.264 -0.451 -0.358
C -2.522294 0.092479 0.547166 -0.153 1.454 -3.227
N 0.725812 -0.489138 -0.147491 -7.323 -3.122 -7.740
N 2.881555 1.120055 0.013233 1.357 -0.998 0.051
H -2.281449 -2.710113 -1.712667 0.040 -1.737 -1.458
H 2.040676 -0.047319 1.460150 -0.791 -0.831 0.718
H -1.901742 0.516926 1.311729 0.630 -0.560 0.278
H -3.525655 -0.015965 0.845180 -1.182 -0.233 0.883
H -2.612862 0.850403 -0.288723 0.035 0.177 1.259
H 0.262462 -0.413774 -1.052744 -0.289 -0.392 0.836
H 2.955328 1.917369 -0.637073 -1.315 -0.250 -0.093
H 3.749553 0.561116 -0.292815 -1.527 0.656 1.094
H 2.984453 1.543132 0.968561 0.323 -0.591 -1.188
```
Forces are in eV/Å.

Summary:
E_HOMO (alpha / beta) (eV): -10.593 / -13.396
Frontier orbital gap (alpha / beta) (eV): 7.0 / 4.9
Calculated total energy (eV): -7257.9465
ΔE to the lowest compared entry with this formula, charge and spin (eV): 5.513
F_max (Eh/bohr): 0.242
LUMO level (alpha / beta) (Eh): -0.132 / -0.312
Spin multiplicity: 3
Charge: +1

Here are the Mulliken charges for atoms 1 to 2, given in e: -0.27 -0.45

---

# 4
A 2-piece molecular cluster, C43H35F6N3O4 overall. Source: the OMol25 dataset; level of theory: ωB97M-V/def2-TZVPD.

Structure (XYZ):
```
91
Properties=species:S:1:pos:R:3:forces:R:3
C 2.051095 -5.061321 -0.928031 -0.111 -0.067 0.165
C 3.189873 -4.566020 -1.812087 0.418 0.145 -0.642
C 4.565218 -4.958793 -1.259847 -0.429 0.281 -0.241
O 3.126935 -5.156976 -3.120895 -0.045 -0.031 0.789
C 1.998032 -4.809464 -3.828961 -0.851 1.049 0.265
O 1.558881 -5.579021 -4.663389 0.332 -0.281 -0.125
C 1.426058 -3.515912 -3.521779 1.895 -1.174 0.609
C 0.307404 -3.087395 -4.369880 -0.704 0.013 -0.497
C -1.012810 -3.564231 -3.799531 0.428 0.326 -0.136
C -1.713435 -2.730658 -2.928472 -0.459 -0.378 0.355
C -2.839917 -3.208657 -2.262274 0.047 0.275 -0.046
C -3.314035 -4.501975 -2.526721 0.173 0.128 -0.050
C -4.525798 -4.952353 -1.890717 -1.883 -0.661 1.021
N -5.522715 -5.290911 -1.376589 2.101 0.709 -1.057
C -2.624208 -5.326807 -3.426063 0.167 -0.024 -0.139
C -1.468573 -4.858340 -4.054446 -0.424 -0.258 0.207
C 2.122481 -2.620517 -2.677338 -0.857 -1.678 -1.226
O 1.846136 -1.431333 -2.605593 0.153 1.607 0.909
O 3.161753 -3.128937 -1.935314 0.084 -0.180 0.337
H 1.067879 -4.824407 -1.351817 0.310 -0.073 0.066
H 2.142965 -6.147867 -0.817653 -0.054 0.207 0.003
H 2.123556 -4.591704 0.060072 0.056 -0.107 -0.163
H 5.335076 -4.642110 -1.967044 -0.098 -0.013 0.092
H 4.741200 -4.481293 -0.292360 -0.069 -0.082 -0.107
H 4.602165 -6.045792 -1.157215 0.012 0.142 0.031
H 0.320849 -1.997430 -4.431482 -0.115 -0.033 -0.228
H 0.458632 -3.563062 -5.346116 -0.178 0.362 -0.055
H -1.353225 -1.712620 -2.759061 -0.086 -0.337 -0.018
H -3.355237 -2.580383 -1.528903 0.050 -0.269 -0.328
H -2.987737 -6.340521 -3.619831 0.104 0.405 0.067
H -0.894097 -5.503135 -4.725846 -0.196 0.258 0.273
F -1.819662 -2.776682 6.003913 -0.633 0.568 -0.881
C -2.466776 -2.297210 4.908775 -0.076 -1.792 -0.687
F -1.677579 -2.560736 3.811659 -0.609 0.095 1.265
F -3.620016 -3.032149 4.730597 1.241 0.550 0.388
C -2.814925 -0.837539 4.976865 -0.284 0.444 -0.527
N -3.413054 -0.474585 3.683704 0.745 0.136 0.552
C -4.781391 -0.107165 3.707579 -1.381 -0.076 0.378
C -5.146668 1.092374 4.345522 0.344 -0.501 -0.394
C -6.485636 1.368885 4.580688 -0.265 -0.047 -0.078
C -7.467554 0.439918 4.213911 0.266 -0.096 0.103
C -7.101479 -0.772265 3.616663 -0.126 0.322 -0.175
C -5.769771 -1.021626 3.302887 0.509 0.259 0.326
C -2.605793 -0.250082 2.596546 0.301 0.371 -0.430
C -3.131065 -0.360157 1.285655 0.215 0.010 0.021
C -2.288381 -0.256056 0.196650 0.383 0.045 -0.072
C -0.935483 0.147018 0.353974 -0.280 -0.241 0.805
C -0.066264 0.367585 -0.754011 0.275 1.137 0.185
C 0.782353 1.498657 -0.807696 -0.158 -0.307 0.250
C 1.863801 1.529189 -1.725812 0.435 -0.021 -0.288
C 2.778175 2.552268 -1.735365 -0.310 -0.275 0.003
C 2.612225 3.669728 -0.884236 0.033 0.123 -0.246
N 3.514194 4.694856 -0.889223 -0.156 -0.717 -0.774
C 4.798641 4.570352 -1.583363 -0.553 0.186 -0.032
C 5.747242 3.823880 -0.692260 0.814 -0.874 1.517
F 6.946375 3.549212 -1.271443 -1.167 0.365 0.444
F 5.980985 4.559162 0.450140 0.018 -0.711 -1.086
F 5.202461 2.635609 -0.267258 0.763 1.054 -0.459
C 3.233081 5.974373 -0.351792 0.346 1.286 0.708
C 3.407591 6.191606 1.024626 0.086 0.058 -0.563
C 3.447235 7.496621 1.508628 -0.289 -0.045 -0.145
C 3.215913 8.569187 0.641203 0.012 -0.042 -0.011
C 2.983212 8.347869 -0.720059 -0.010 0.007 0.130
C 3.016703 7.054160 -1.227702 -0.054 -0.622 0.455
C 1.471157 3.730798 -0.045803 -0.589 -0.480 0.169
C 0.611190 2.653067 0.028916 0.371 0.215 0.074
C -0.451134 0.337995 1.678357 -0.027 0.159 -0.314
C -1.247131 0.102060 2.773422 -0.218 0.006 -0.230
H -3.577171 -0.686016 5.746062 0.340 -0.040 -0.015
H -1.909646 -0.262718 5.193047 -0.309 -0.100 0.243
H -4.351651 1.779132 4.649428 -0.317 -0.167 -0.021
H -6.756877 2.301449 5.079168 -0.009 -0.286 -0.208
H -8.517307 0.655931 4.409157 0.268 -0.102 0.028
H -7.849948 -1.537613 3.406869 0.144 0.337 -0.094
H -5.457523 -1.934626 2.791552 -0.165 0.154 0.328
H -4.192467 -0.570255 1.156339 0.347 -0.035 -0.030
H -2.654961 -0.430097 -0.817484 -0.029 0.073 0.331
H -0.069512 -0.334754 -1.582028 0.156 0.049 -0.164
H 2.014710 0.677108 -2.383011 -0.085 -0.084 0.060
H 3.621206 2.493833 -2.415541 -0.243 -0.120 0.182
H 4.694745 4.044317 -2.536052 0.187 0.299 0.095
H 5.189932 5.582097 -1.717877 0.041 -0.297 -0.221
H 3.564547 5.326728 1.671885 0.098 0.322 -0.143
H 3.672480 7.661489 2.561820 -0.175 0.065 -0.260
H 3.216050 9.588024 1.030471 0.049 -0.285 -0.124
H 2.794681 9.180396 -1.400163 0.076 -0.198 0.285
H 2.880359 6.844453 -2.290573 0.060 0.155 0.267
H 1.288413 4.622639 0.552368 0.055 -0.311 -0.133
H -0.208056 2.686517 0.746780 0.080 0.061 -0.364
H 0.584156 0.647063 1.836754 -0.287 -0.187 -0.135
H -0.833368 0.234684 3.771359 -0.027 -0.115 -0.419
```
Forces are in eV/Å.

Summary:
E_HOMO (eV): -6.246
Frontier orbital gap (eV): 3.8
Calculated total energy (eV): -74123.4688
ΔE to the lowest compared entry with this formula, charge and spin (eV): 0.000
F_max (Eh/bohr): 0.048
LUMO level (Eh): -0.090

Here are the Mulliken charges for atoms 1 to 2, given in e: -1.38 1.53

---

# 5
C31H37IN4O3STi as an isolated structure. Source: the OMol25 dataset; level of theory: ωB97M-V/def2-TZVPD.

Structure (XYZ):
```
78
Properties=species:S:1:pos:R:3:forces:R:3
Ti -0.419477 -0.372417 -0.401193 -0.282 -0.040 -0.396
C -0.478993 3.032413 -3.426907 -0.016 -0.008 0.000
C -1.428277 3.256625 -2.285683 0.046 -0.026 -0.046
N -2.229005 4.323918 -2.327056 -0.024 0.036 -0.004
C -3.090232 4.473670 -1.309482 0.010 -0.028 -0.007
C -3.177825 3.640496 -0.219101 -0.004 0.029 -0.029
C -4.207960 3.906094 0.832927 -0.013 0.012 0.014
O -5.270387 2.940849 0.855870 0.012 -0.004 -0.011
C -2.296035 2.517563 -0.124647 -0.011 -0.139 -0.049
C -2.307711 1.675704 1.003493 -0.069 0.023 -0.095
N -1.517406 0.589762 1.275577 0.001 0.027 -0.046
C -1.340713 0.375060 2.627113 0.005 -0.056 0.070
C -1.437929 1.437210 3.557098 0.018 0.050 0.066
C -1.283375 1.264484 4.918592 0.010 -0.018 0.008
C -1.003780 0.011716 5.447074 -0.017 0.030 -0.011
C -0.865138 -1.050735 4.564950 0.002 -0.016 -0.018
C -1.027161 -0.876662 3.201125 0.008 -0.031 0.031
I -0.748272 -2.563408 2.008390 0.051 -0.008 0.026
C -1.436490 2.319549 -1.243776 -0.102 0.093 0.039
O -0.653475 1.269505 -1.323410 0.131 -0.093 0.204
H -0.559218 3.859350 -4.131228 -0.003 0.000 0.003
H -0.701490 2.091518 -3.936089 0.001 0.003 -0.003
H 0.548899 2.943653 -3.069381 -0.001 0.003 0.000
H -3.760562 5.328290 -1.375925 0.001 0.005 0.009
H -4.681205 4.871036 0.641126 -0.003 0.002 0.004
H -3.747603 3.953921 1.828507 0.000 -0.004 0.010
H -4.884198 2.094311 0.598979 -0.001 0.010 0.004
H -3.008312 1.950335 1.788670 0.017 -0.013 -0.016
H -1.583550 2.436248 3.168457 0.027 -0.020 0.023
H -1.357131 2.128447 5.569971 0.000 0.000 0.001
H -0.877685 -0.138778 6.511846 0.005 0.004 0.001
H -0.624255 -2.037460 4.939245 0.001 0.000 0.000
C 4.739443 -3.289280 1.712003 -0.018 0.001 0.001
C 4.987316 -1.784895 1.652120 -0.001 -0.009 0.001
N 3.795656 -1.006303 1.917033 0.003 0.055 -0.037
C 3.563203 -0.603150 3.286831 -0.008 -0.005 0.023
C 4.191956 0.743939 3.629000 0.008 -0.003 -0.016
C 2.901003 -0.752546 0.888260 -0.068 -0.114 0.038
S 1.563161 0.301300 1.245068 0.137 0.097 0.069
N 3.193383 -1.302222 -0.255397 0.003 0.020 0.031
C 2.337625 -1.287083 -1.319907 0.022 -0.086 -0.031
O 1.029007 -1.371734 -1.171170 0.086 0.099 0.047
C 2.871027 -1.338203 -2.634447 -0.049 -0.001 0.010
C 2.006259 -1.388485 -3.763225 0.018 -0.010 -0.047
C 2.514532 -1.433935 -5.043643 -0.036 0.000 0.035
C 3.893685 -1.437105 -5.280378 0.037 0.000 0.004
C 4.756776 -1.387726 -4.178769 -0.018 0.005 0.003
C 4.270330 -1.335675 -2.890578 0.009 -0.007 -0.001
H 5.662925 -3.847895 1.533656 0.003 0.004 0.001
H 4.011694 -3.559349 0.947620 0.001 -0.003 0.005
H 4.344440 -3.579576 2.689102 0.000 0.000 -0.003
H 5.363148 -1.519599 0.664222 0.000 -0.001 -0.003
H 5.742668 -1.496809 2.391239 0.005 0.003 -0.002
H 3.972321 -1.384796 3.938232 -0.001 0.000 0.001
H 2.489002 -0.556851 3.461657 0.005 -0.008 0.002
H 5.268381 0.734453 3.435408 -0.004 0.003 0.001
H 4.033187 0.993142 4.682068 -0.004 -0.004 0.000
H 3.733265 1.517745 3.013370 0.003 0.002 0.004
H 0.938098 -1.380658 -3.589253 -0.005 -0.004 -0.002
H 1.826567 -1.463835 -5.882844 0.000 0.001 0.000
H 4.283753 -1.469061 -6.290879 0.003 0.000 0.002
H 5.830991 -1.385160 -4.338908 0.002 0.000 -0.001
H 4.946209 -1.290826 -2.046841 0.001 -0.001 0.001
C -3.608878 -2.529112 -2.506602 0.004 -0.030 -0.001
C -3.299206 -1.472573 -1.436292 0.014 -0.101 -0.030
C -4.104507 -1.809834 -0.170878 0.012 0.002 0.011
C -3.768982 -0.116612 -1.965197 0.021 -0.022 -0.028
C -1.814117 -1.475630 -1.120212 -0.073 0.166 0.045
H -4.676930 -2.543574 -2.756977 -0.003 0.001 0.000
H -3.323477 -3.524504 -2.154441 -0.005 0.002 -0.010
H -3.042493 -2.318819 -3.416949 -0.002 -0.007 -0.001
H -5.183424 -1.820122 -0.375685 -0.001 0.005 -0.001
H -3.899864 -1.071772 0.608342 0.003 -0.003 0.003
H -3.816370 -2.790080 0.218392 -0.001 0.008 0.003
H -4.828786 -0.150469 -2.247281 0.013 -0.001 0.005
H -3.181278 0.180607 -2.836369 0.001 0.001 0.001
H -3.643213 0.653318 -1.208253 0.017 0.096 0.064
H -1.413555 -2.500943 -1.197393 0.064 0.025 0.024
```
Forces are in eV/Å.

Summary:
E_HOMO (alpha / beta) (eV): 0.312 / -1.058
Frontier orbital gap (alpha / beta) (eV): 3.7 / 5.1
Calculated total energy (eV): -86903.6860
ΔE to the lowest compared entry with this formula, charge and spin (eV): 1.777
F_max (Eh/bohr): 0.009
LUMO level (alpha / beta) (Eh): 0.149 / 0.149
Spin multiplicity: 3
Charge: -2

Here are the Mulliken charges for atoms 1 to 2, given in e: 0.10 -1.15

---

# 6
A 2-piece molecular cluster, C2H6NO3 overall. Source: the OMol25 dataset; level of theory: ωB97M-V/def2-TZVPD.

Structure (XYZ):
```
12
Properties=species:S:1:pos:R:3:forces:R:3
C 0.369790 1.002371 0.226170 0.683 0.263 -0.877
N -0.059703 0.558716 1.518020 -0.611 0.223 -0.239
C -1.520106 0.599851 1.656346 -0.461 0.093 1.335
O -2.027947 -0.380410 2.249296 0.385 -0.209 -0.213
O -2.094829 1.644573 1.289755 0.443 -0.088 -0.571
H 0.035524 0.394299 -0.646596 -0.199 0.010 0.339
H -0.010007 2.014712 0.056322 0.042 -0.187 0.059
H 1.466053 1.027005 0.119422 -0.100 0.076 0.325
H 0.293915 -0.340236 1.802696 -0.165 -0.205 -0.185
H 1.979087 -2.294808 -2.681835 -0.189 0.297 0.394
H 0.468820 -1.873703 -2.533813 -0.080 0.462 0.687
O 1.099407 -2.352370 -3.055780 0.251 -0.734 -1.053
```
Forces are in eV/Å.

Summary:
E_HOMO (eV): -3.849
Frontier orbital gap (eV): 7.1
Calculated total energy (eV): -9805.4715
ΔE to the lowest compared entry with this formula, charge and spin (eV): 0.729
F_max (Eh/bohr): 0.028
LUMO level (Eh): 0.119
Charge: -1

Here are the Mulliken charges for atoms 1 to 2, given in e: -0.70 -0.32